DFT (ωB97M-V/def2-TZVPD) results for a cluster of 2 separate species, C9H13N4OS in total.

As for the HOMO energy (spin up / spin down): -11.102 / -10.496 eV. The calculation puts the LUMO energy (spin up / spin down) at -4.2 / -5.1 eV. Its total charge is +1. Its spin multiplicity is 1. For the relative energy (zero: lowest compared OMol25 entry of this formula, charge and spin), the calculation gives 506.7 kJ/mol.

```
28
C9H13N4OS (ωB97M-V/def2-TZVPD)
S 3.112 0.254 -0.620
O -0.327 1.652 -0.659
N 2.041 -1.967 0.083
N -3.670 -0.013 0.753
N -1.547 -0.942 -0.779
N 0.727 1.120 1.197
C 3.083 -2.029 0.836
C 4.038 -0.912 0.624
C -0.213 0.707 0.349
C 1.376 2.161 0.747
C -0.789 -0.533 0.209
C 0.679 2.718 -0.484
C -3.978 -0.477 -0.672
C -2.690 -1.123 -1.281
C 1.838 -0.938 -0.689
H 1.207 2.744 -1.464
H 2.951 -2.955 1.333
H -4.303 -0.420 1.486
H -3.875 0.970 0.750
H -0.681 -1.143 1.102
H 2.002 2.828 1.366
H -4.210 0.238 -1.391
H 1.153 -0.934 -1.527
H 0.395 3.764 -0.247
H 4.194 -0.423 1.563
H -2.726 -1.740 -2.140
H 4.891 -1.320 0.192
H -4.677 -1.288 -0.638
```

***

DFT (ωB97M-V/def2-TZVPD) results for a structure of composition C21H14Cl2FLiN3O4.

As for the HOMO energy: -11.476 eV. The calculation puts the LUMO energy at -4.8 eV. Its total charge is +1. Its spin multiplicity is 1. For the relative energy (zero: lowest compared OMol25 entry of this formula, charge and spin), the calculation gives 1139.0 kJ/mol.

```
46
C21H14Cl2FLiN3O4 (ωB97M-V/def2-TZVPD)
Cl 1.016 -0.866 4.744
Cl 0.349 -3.076 1.725
F -1.415 -3.207 -3.174
O 0.233 -4.742 -2.496
O 2.926 -2.398 0.009
O 3.102 -3.769 -3.020
O 2.446 0.203 -3.994
N 0.959 -2.845 -3.788
N -3.730 1.965 4.395
N 2.536 -1.587 -2.254
C -1.627 2.433 2.735
C -3.879 0.823 3.533
C -3.058 0.334 2.326
C 0.323 -1.234 2.065
C 2.297 0.531 2.703
C -1.556 4.697 -2.865
C -0.883 0.820 0.591
C 1.623 -0.913 2.971
C 1.095 -0.598 -0.543
C 2.253 -2.829 -3.022
C -1.837 1.176 1.828
C 0.948 0.236 -1.894
C 2.051 -0.323 -2.915
C 2.274 -1.656 -0.779
C -0.053 -3.664 -3.100
C -0.269 2.161 -3.437
C -0.876 3.636 -3.235
C -0.137 1.365 -2.034
C -1.041 1.663 -0.754
C -2.575 2.681 3.924
C 0.195 -0.356 0.728
Li 1.025 -5.611 -1.042
H 0.826 2.319 -3.808
H 1.566 1.351 2.373
H -2.082 5.705 -2.728
H -0.616 -1.060 2.701
H -0.837 1.558 -4.251
H -0.767 3.164 2.514
H -3.338 -0.645 1.789
H 2.398 -1.761 2.918
H -1.839 2.483 -0.828
H 3.213 0.402 2.014
H -2.322 3.619 4.570
H 2.727 0.881 3.729
H 1.148 -3.222 -4.734
H -4.794 0.155 3.811
```

***

DFT (ωB97M-V/def2-TZVPD) results for an isolated molecule of C2HCl2NO2.

As for the HOMO energy (spin up / spin down): -7.279 / -10.737 eV. The calculation puts the LUMO energy (spin up / spin down) at 0.4 / -4.1 eV. Its total charge is 0. The expectation value of S² is 2.01. Its spin multiplicity is 3. For the relative energy (zero: lowest compared OMol25 entry of this formula, charge and spin), the calculation gives 175.6 kJ/mol.

```
8
C2HCl2NO2 (ωB97M-V/def2-TZVPD)
Cl 3.006 1.262 0.000
Cl 2.295 -1.523 0.001
O -1.345 1.698 0.003
O 0.585 2.645 -0.002
N -0.134 1.672 0.000
C 0.451 0.369 0.000
C 1.767 0.104 0.000
H -0.279 -0.426 0.000
```

***

DFT (ωB97M-V/def2-TZVPD) results for an isolated molecule of C6H10.

As for the HOMO energy: -8.166 eV. The calculation puts the LUMO energy at 0.1 eV. Its total charge is 0. Its spin multiplicity is 1. For the relative energy (zero: lowest compared OMol25 entry of this formula, charge and spin), the calculation gives 420.4 kJ/mol.

```
16
C6H10 (ωB97M-V/def2-TZVPD)
C 0.412 0.598 -0.170
C 0.600 0.005 -1.595
C 0.375 -1.412 -1.552
C -0.607 0.853 -1.203
C 0.186 -0.457 0.899
C -0.677 0.023 2.043
H 1.313 -1.851 -1.916
H -0.295 -1.296 0.381
H -1.665 0.313 1.667
H 1.377 0.459 -2.206
H -0.807 -0.772 2.783
H 1.065 1.441 0.077
H 1.159 -0.824 1.257
H -1.541 0.303 -1.144
H -0.232 0.888 2.542
H -0.657 1.829 -1.672
```

***

DFT (ωB97M-V/def2-TZVPD) results for a cluster of 2 separate species, C6H7IO2 in total.

As for the HOMO energy: -8.286 eV. The calculation puts the LUMO energy at 0.4 eV. Its total charge is 0. Its spin multiplicity is 1. For the relative energy (zero: lowest compared OMol25 entry of this formula, charge and spin), the calculation gives 246.7 kJ/mol.

```
16
C6H7IO2 (ωB97M-V/def2-TZVPD)
I -2.359 0.417 2.369
O 0.887 1.864 -0.177
O -0.081 -2.215 0.398
C -0.264 1.169 0.345
C -0.948 0.600 -0.833
C -0.642 1.426 1.606
C 0.953 1.636 -1.506
C 0.320 -2.147 1.518
C 0.081 0.734 -1.949
H 0.043 -2.955 2.421
H 0.011 2.106 2.282
H -1.956 1.061 -1.069
H -0.220 0.721 -3.043
H 1.077 -1.558 1.885
H 1.769 2.110 -2.137
H -1.092 -0.480 -0.545
```

***

DFT (ωB97M-V/def2-TZVPD) results for a cluster of 2 separate species, C4H6N2O2 in total.

As for the HOMO energy: -10.197 eV. The calculation puts the LUMO energy at -0.7 eV. Its total charge is 0. Its spin multiplicity is 1. For the relative energy (zero: lowest compared OMol25 entry of this formula, charge and spin), the calculation gives 653.4 kJ/mol.

```
14
C4H6N2O2 (ωB97M-V/def2-TZVPD)
O -1.652 -0.438 1.559
O 2.062 -1.636 1.099
N 0.376 -0.175 -1.867
N -1.374 1.206 -0.842
C -0.189 0.439 -0.827
C -0.552 -0.786 1.079
C 0.404 0.146 0.622
C 1.861 -0.254 0.739
H -0.147 -1.918 1.120
H 2.943 0.848 0.502
H -1.860 0.896 0.036
H 0.172 1.146 1.127
H -1.939 0.435 -1.652
H -0.105 0.091 -2.696
```

***

DFT (ωB97M-V/def2-TZVPD) results for a cluster of 2 separate species, C19H28BrF3N2O2SSi2 in total.

As for the HOMO energy: -5.533 eV. The calculation puts the LUMO energy at -4.1 eV. Its total charge is 0. Its spin multiplicity is 1. For the relative energy (zero: lowest compared OMol25 entry of this formula, charge and spin), the calculation gives 1851.2 kJ/mol.

```
58
C19H28BrF3N2O2SSi2 (ωB97M-V/def2-TZVPD)
Br 3.249 7.967 0.331
S 1.392 2.073 1.251
Si 1.818 -3.449 -0.056
Si 0.502 -5.802 -1.444
F 2.363 2.608 -1.262
F 4.119 2.278 0.486
F 2.894 0.402 -0.337
O 2.042 1.618 2.607
O 0.257 1.132 0.782
N 1.932 -4.930 -0.966
N -0.434 4.412 1.739
C -2.721 3.564 0.984
C -0.753 5.921 1.734
C 0.908 -2.096 -0.982
C 2.137 4.981 0.873
C 1.005 -3.686 1.617
C 0.946 3.892 1.311
C 1.820 6.620 0.858
C 0.309 7.091 1.289
C -4.190 4.308 1.255
C 1.042 -7.336 -2.410
C 3.572 -2.818 0.266
C -1.569 3.501 2.153
C -2.444 2.929 -0.511
C -0.612 -4.806 -2.577
C -4.998 3.728 -1.441
C -3.563 2.994 -1.745
C -5.323 4.407 0.049
C -0.508 -6.400 0.018
C 2.788 1.879 -0.040
H 4.092 -2.624 -0.676
H -1.048 -5.579 0.498
H -3.240 2.516 -2.782
H -1.843 6.267 2.059
H 0.130 -6.884 0.765
H -6.380 4.920 0.162
H -1.368 -5.457 -3.028
H -1.142 -4.021 -2.034
H -1.411 2.429 -0.752
H -2.056 4.001 3.121
H 1.609 -7.053 -3.301
H 3.537 -1.886 0.838
H -1.250 2.422 2.477
H 1.669 -7.983 -1.787
H 1.277 -2.008 -2.008
H 1.061 -1.132 -0.486
H -0.168 -2.280 -1.010
H -5.793 3.753 -2.320
H 4.148 -3.551 0.840
H 1.437 -4.541 2.145
H -0.072 -3.839 1.525
H -4.465 4.827 2.294
H 3.221 4.674 0.557
H -0.038 -4.347 -3.387
H -1.253 -7.130 -0.312
H 1.156 -2.797 2.238
H 0.044 8.232 1.258
H 0.166 -7.909 -2.725
```

***

DFT (ωB97M-V/def2-TZVPD) results for a cluster of 6 separate species, C42H92N4O6 in total.

As for the HOMO energy: -7.826 eV. The calculation puts the LUMO energy at 0.6 eV. Its total charge is 0. Its spin multiplicity is 1. For the relative energy (zero: lowest compared OMol25 entry of this formula, charge and spin), the calculation gives 452.5 kJ/mol.

```
144
C42H92N4O6 (ωB97M-V/def2-TZVPD)
O 0.322 -16.858 12.363
O -1.292 -2.428 12.708
O -4.582 -12.463 0.743
O -6.988 -4.968 10.556
O -5.377 -15.308 22.849
O 10.242 -7.792 19.883
N -4.041 -11.778 1.787
N 8.914 -7.956 20.154
N -4.801 -15.849 21.713
N 0.299 -15.533 12.452
C -1.139 -15.174 10.463
C -7.509 -5.549 11.702
C -2.620 -11.373 1.681
C -2.942 -9.721 3.598
C -5.716 -9.988 1.840
C 0.376 -4.001 13.366
C -1.675 -12.555 1.412
C -1.036 -13.351 12.245
C 8.521 -9.492 18.309
C 1.389 -13.384 12.765
C 2.225 -14.898 10.790
C 9.328 -7.673 22.608
C 2.657 -15.383 13.216
C -5.583 -17.005 21.213
C -0.160 -1.865 14.742
C -0.945 -14.893 11.939
C -5.867 -12.047 3.346
C -3.581 -17.780 19.791
C 8.177 -6.959 17.833
C 1.598 -14.792 12.298
C -2.014 -10.833 3.039
C -2.180 -15.565 12.610
C -4.923 -11.068 2.686
C -2.576 -16.367 22.752
C 6.977 -7.530 21.574
C 8.629 -5.669 21.212
C 6.169 -7.297 20.321
C -5.573 -18.196 22.169
C -2.362 -10.316 0.578
C -3.363 -15.770 21.507
C -0.670 -3.004 13.794
C -7.781 -7.056 11.512
C 8.491 -7.202 21.362
C 6.658 -8.219 19.224
C -7.102 -16.551 21.076
C -5.078 -17.510 19.802
C 0.231 -12.557 12.085
C -2.801 -14.326 21.310
C -2.924 -16.490 20.190
C 8.104 -8.148 18.872
C -4.305 -10.333 3.907
C -8.852 -4.826 12.135
H -9.682 -5.130 11.497
H 2.364 -12.896 12.771
H -1.778 -12.941 11.560
H 0.556 -12.356 11.064
H 9.647 -8.714 22.660
H 2.660 -15.886 10.639
H -6.882 -7.528 11.115
H -1.799 -14.237 20.891
H 5.990 -8.206 18.363
H 0.683 -4.556 14.252
H -4.250 -10.848 4.866
H -6.484 -9.603 2.510
H 10.292 -7.167 22.659
H -1.353 -13.225 13.280
H -5.296 -16.741 19.061
H -7.596 -17.461 20.734
H 7.636 -7.052 16.891
H -3.085 -8.989 2.803
H -3.262 -18.600 20.435
H -8.633 -7.144 10.838
H -2.360 -16.625 12.431
H 9.090 -5.363 20.272
H -0.675 -2.114 12.043
H 6.274 -6.239 20.082
H 9.596 -9.430 18.140
H -5.654 -18.382 19.492
H 9.224 -6.803 17.573
H -6.801 -5.375 12.512
H 9.158 -5.099 21.976
H -7.341 -15.801 20.323
H -6.467 -18.819 22.177
H -5.536 -17.937 23.227
H -2.463 -9.185 4.417
H -2.913 -17.385 22.945
H -6.372 -11.841 4.290
H -0.993 -1.333 15.200
H 5.107 -7.441 20.518
H 3.572 -14.800 13.321
H 6.730 -8.524 21.947
H -4.658 -13.362 1.070
H -1.507 -16.248 22.575
H -6.661 -12.301 2.643
H -7.383 -16.151 22.051
H -0.058 -4.674 12.626
H -2.069 -13.369 0.802
H -2.661 -10.649 -0.416
H -3.105 -13.653 22.112
H 0.257 -2.353 15.624
H 1.317 -3.639 12.953
H 8.096 -9.877 17.382
H -1.860 -16.636 20.380
H -5.436 -13.009 3.623
H 7.672 -5.148 21.194
H 10.634 -8.649 20.062
H -2.169 -14.950 10.185
H -3.114 -15.054 12.377
H -6.167 -10.404 0.939
H -0.681 -12.343 1.018
H -4.985 -9.534 4.204
H -3.430 -18.114 18.765
H -8.108 -7.473 12.465
H 2.897 -16.399 12.902
H 2.250 -15.540 14.215
H 7.921 -6.020 18.325
H -1.293 -10.219 0.392
H -3.343 -13.940 20.448
H 0.750 -17.060 13.198
H -5.548 -14.490 22.376
H -2.873 -15.820 23.646
H 8.893 -7.506 23.594
H 0.109 -11.569 12.530
H 6.507 -9.216 19.639
H -4.750 -18.832 21.842
H 8.327 -10.166 19.143
H -5.081 -9.180 1.477
H -3.181 -15.874 19.328
H -2.082 -15.625 13.694
H 1.379 -14.666 10.143
H -2.910 -9.379 0.682
H -1.773 -11.464 3.895
H 0.582 -1.245 14.239
H 3.028 -14.217 10.511
H -9.073 -4.785 13.202
H -1.686 -13.184 2.302
H -8.805 -3.750 11.972
H -1.444 -3.573 14.308
H -1.049 -10.389 2.795
H -6.340 -4.340 10.884
H -1.188 -16.249 10.289
H -0.655 -14.630 9.651
H 1.075 -13.460 13.806
H 6.570 -6.794 22.267
```

***

Which max |F| belongs to each record? In order, 0.086; 0.136; 0.150; 0.014; 0.093; 0.203; 0.128; 0.114 Eh/bohr.